{"formula": "C46H49IN7SbTi", "method": "ωB97M-V/def2-TZVPD", "charge": 1, "relative_energy_kcal_mol": 31.6, "multiplicity": 2, "e_homo_ev": [-8.9803, -9.5971], "energy_ha": -3552.7246, "gap_ev": [6.372, 6.965], "species": ["Ti", "C", "C", "C", "C", "C", "C", "N", "Sb", "C", "C", "C", "C", "C", "C", "N", "C", "C", "C", "C", "C", "C", "N", "H", "H", "H", "H", "H", "H", "H", "H", "H", "H", "H", "H", "H", "H", "H", "H", "H", "H", "I", "C", "H", "H", "C", "N", "C", "C", "C", "C", "C", "C", "C", "C", "H", "H", "H", "H", "H", "H", "H", "H", "H", "H", "H", "H", "H", "N", "C", "C", "C", "C", "C", "C", "C", "C", "C", "C", "C", "C", "C", "H", "H", "H", "H", "H", "H", "H", "H", "H", "H", "N", "C", "C", "C", "N", "C", "C", "H", "H", "H", "H", "H", "H"], "positions_angstrom": [[-0.040, -1.185, 0.428], [1.625, -2.879, 2.975], [0.641, -1.870, 3.471], [0.669, -1.500, 4.812], [-0.238, -0.576, 5.295], [-1.241, -0.158, 4.440], [-1.271, -0.601, 3.119], [-0.266, -1.355, 2.604], [-3.353, -0.475, 2.407], [-3.419, -2.172, 1.131], [-4.419, -3.083, 1.427], [-4.710, -4.074, 0.498], [-4.014, -4.069, -0.687], [-3.005, -3.126, -0.906], [-2.268, -3.118, -2.200], [-2.680, -2.206, 0.008], [-3.577, 0.974, 0.816], [-3.925, 2.277, 1.151], [-4.299, 3.140, 0.131], [-4.368, 2.654, -1.162], [-4.047, 1.319, -1.404], [-4.218, 0.695, -2.759], [-3.630, 0.513, -0.427], [1.122, -3.828, 2.787], [2.400, -3.064, 3.718], [2.083, -2.571, 2.036], [1.388, -1.968, 5.471], [-0.207, -0.246, 6.326], [-2.048, 0.463, 4.809], [-4.966, -3.012, 2.358], [-5.479, -4.810, 0.689], [-4.225, -4.795, -1.460], [-1.945, -4.122, -2.481], [-1.409, -2.468, -2.113], [-2.915, -2.746, -2.998], [-3.909, 2.608, 2.183], [-4.561, 4.168, 0.347], [-4.688, 3.288, -1.978], [-5.235, 0.304, -2.846], [-3.528, -0.139, -2.878], [-4.070, 1.416, -3.561], [1.825, -4.567, -0.147], [0.064, -3.374, 0.268], [-0.332, -3.838, 1.179], [-0.573, -3.720, -0.541], [4.174, 2.246, 3.667], [3.230, 1.086, 3.714], [3.903, -0.156, 4.187], [2.383, 0.888, 2.459], [3.006, 0.134, 1.310], [4.362, 0.316, 1.026], [4.960, -0.314, -0.051], [4.172, -1.103, -0.871], [2.820, -1.238, -0.598], [2.156, -0.652, 0.494], [4.210, 2.707, 4.651], [3.823, 2.965, 2.932], [5.166, 1.899, 3.400], [2.534, 1.323, 4.420], [4.552, -0.522, 3.397], [3.141, -0.897, 4.405], [4.475, 0.074, 5.083], [2.083, 1.900, 2.177], [1.492, 0.365, 2.794], [4.984, 0.957, 1.638], [6.018, -0.190, -0.239], [4.603, -1.609, -1.725], [2.242, -1.848, -1.278], [-0.017, -0.675, -1.388], [0.141, -0.270, -2.574], [0.079, -1.195, -3.759], [0.606, -2.482, -3.697], [0.531, -3.326, -4.794], [-0.088, -2.900, -5.961], [-0.625, -1.622, -6.028], [-0.527, -0.770, -4.939], [0.449, 1.144, -2.990], [1.668, 1.405, -3.612], [1.974, 2.686, -4.044], [1.051, 3.713, -3.888], [-0.164, 3.457, -3.271], [-0.457, 2.180, -2.814], [1.053, -2.840, -2.778], [0.950, -4.322, -4.734], [-0.150, -3.561, -6.816], [-1.112, -1.283, -6.933], [-0.925, 0.236, -5.006], [2.376, 0.597, -3.755], [2.924, 2.881, -4.525], [1.279, 4.706, -4.253], [-0.885, 4.256, -3.141], [-1.386, 1.982, -2.302], [0.803, 5.519, 1.323], [0.482, 4.196, 1.198], [-0.426, 3.574, 2.063], [-0.684, 2.230, 1.910], [-0.112, 1.439, 0.996], [0.753, 2.046, 0.174], [1.078, 3.385, 0.231], [0.189, 6.110, 1.858], [1.264, 5.968, 0.549], [-0.935, 4.139, 2.834], [-1.393, 1.762, 2.579], [1.235, 1.409, -0.549], [1.773, 3.792, -0.490]], "mulliken_charge": [-0.316, -1.137, 0.486, -0.497, -1.308, -0.302, -0.684, 1.409, 0.913, -0.374, -0.750, -0.756, -0.926, 0.625, -0.769, 0.536, 0.048, -0.586, -0.787, -0.531, 0.380, -1.174, 0.251, 0.479, 0.434, -0.082, 0.696, 0.498, 0.528, 0.501, 0.422, 0.549, 0.516, -0.911, 0.588, 0.519, 0.458, 0.503, 0.417, -0.011, 0.403, -0.114, -1.236, 0.611, 0.614, -0.887, 0.445, -0.448, 0.249, 1.982, -0.459, -1.229, -1.320, 0.365, 0.061, 0.360, 0.273, 0.475, 0.331, 0.413, -0.124, 0.436, -0.180, -1.080, 0.213, 0.441, 0.513, 0.064, 0.586, 0.309, 0.194, 0.597, -1.103, -0.599, -0.882, -0.592, -0.571, -0.066, -0.940, -0.630, -0.704, 0.245, 0.194, 0.464, 0.419, 0.432, 0.463, 0.547, 0.458, 0.415, 0.493, 0.486, -0.491, 0.132, -1.444, 0.032, 1.630, -0.485, -1.325, 0.226, 0.240, 0.453, 0.041, 0.174, 0.575]}

---

{"formula": "C4H4ClN2", "method": "ωB97M-V/def2-TZVPD", "charge": -1, "relative_energy_kcal_mol": 3.1, "multiplicity": 1, "e_homo_ev": -3.6988, "energy_ha": -724.5993, "gap_ev": 6.810, "species": ["Cl", "N", "N", "C", "C", "C", "C", "H", "H", "H", "H"], "positions_angstrom": [[3.825, -1.921, -3.359], [-1.667, -0.486, 0.777], [-0.402, 1.535, 1.044], [-1.451, 0.736, 1.278], [-0.721, -0.953, -0.049], [0.529, 1.045, 0.215], [0.413, -0.213, -0.366], [-2.220, 1.128, 1.957], [-0.885, -1.955, -0.467], [1.395, 1.689, 0.014], [1.183, -0.605, -1.044]], "mulliken_charge": [-0.983, -0.578, -0.577, 0.013, -0.058, -0.059, -0.370, 0.355, 0.399, 0.400, 0.457]}

---

{"formula": "CH2IO2S", "method": "ωB97M-V/def2-TZVPD", "charge": -1, "relative_energy_kcal_mol": 0.7, "multiplicity": 1, "e_homo_ev": -3.5348, "energy_ha": -885.6914, "gap_ev": 6.550, "species": ["C", "O", "O", "S", "I", "H", "H"], "positions_angstrom": [[-0.272, 0.628, -0.065], [1.032, -1.521, 1.306], [1.245, -1.215, -1.129], [0.380, -1.329, 0.018], [-2.391, 0.965, 0.036], [0.027, 1.243, 0.812], [-0.022, 1.229, -0.977]], "mulliken_charge": [-0.749, -0.570, -0.564, 0.475, -0.154, 0.279, 0.283]}

---

{"formula": "C2H3N2O", "method": "ωB97M-V/def2-TZVPD", "charge": -1, "relative_energy_kcal_mol": 59.3, "multiplicity": 1, "smiles": "CN([O-])C#N", "e_homo_ev": -2.1177, "energy_ha": -262.6582, "gap_ev": 6.644, "species": ["C", "C", "N", "N", "O", "H", "H", "H"], "positions_angstrom": [[-2.801, -0.360, -0.048], [-0.106, 0.020, -0.013], [-3.816, -0.916, -0.027], [-1.413, 0.529, 0.296], [-1.600, 1.758, -0.199], [0.532, 0.578, 0.692], [0.000, -1.050, 0.185], [0.251, 0.268, -1.027]], "mulliken_charge": [0.109, -0.732, -0.532, 0.110, -0.740, 0.199, 0.293, 0.293]}